{"formula": "C49H46GeI2IrN3O2P", "method": "wB97M-V/def2-TZVPD", "e_above_lowest_kcal_mol": 0.00, "multiplicity": 6, "homo_lumo_gap_ev": [5.750, 3.353], "total_charge": 4, "species": ["Ir", "I", "I", "Ge", "P", "O", "O", "N", "N", "N", "C", "C", "C", "C", "C", "C", "C", "C", "C", "C", "C", "C", "C", "C", "C", "C", "C", "C", "C", "C", "C", "C", "C", "C", "C", "C", "C", "C", "C", "C", "C", "C", "C", "C", "C", "C", "C", "C", "C", "C", "C", "C", "C", "C", "C", "C", "C", "C", "C", "H", "H", "H", "H", "H", "H", "H", "H", "H", "H", "H", "H", "H", "H", "H", "H", "H", "H", "H", "H", "H", "H", "H", "H", "H", "H", "H", "H", "H", "H", "H", "H", "H", "H", "H", "H", "H", "H", "H", "H", "H", "H", "H", "H", "H", "H"], "positions_angstrom": [[0.512, -0.681, -0.059], [-2.653, -8.196, -2.114], [-0.528, -3.581, -4.983], [-1.880, -0.034, -0.277], [0.977, 1.483, 0.594], [-0.283, -2.537, -1.956], [0.668, 1.776, -3.752], [-0.051, -2.748, 0.827], [0.992, 0.389, -2.042], [1.939, -1.208, 1.567], [1.995, -2.086, 3.789], [-1.240, -4.343, -0.763], [-0.054, 2.687, -0.282], [3.386, -1.504, -4.423], [4.948, 3.452, -0.668], [-1.000, -4.400, -3.221], [0.802, 1.693, 2.380], [-0.802, -3.661, -1.974], [-0.025, 2.659, -1.691], [-3.419, -1.057, 2.056], [2.942, -0.872, -3.102], [-5.234, -2.445, 0.484], [0.019, -2.471, 2.285], [3.561, 1.491, -0.582], [-4.196, -1.740, -0.111], [2.787, 3.550, 0.381], [-0.529, 3.743, -2.397], [-0.299, 1.112, 3.010], [1.734, 2.385, 3.154], [3.089, -1.906, -1.988], [3.203, -0.780, 1.737], [-1.541, -5.707, -3.237], [4.740, 2.113, -0.966], [-4.554, 3.880, 0.239], [-3.060, 2.322, 1.228], [-1.758, -5.608, -0.813], [-2.720, 1.773, -0.077], [-1.119, 4.855, -0.341], [3.279, -1.599, 3.971], [-0.501, 1.257, 4.371], [-3.321, 2.351, -1.202], [-3.968, 3.341, 1.377], [0.419, 1.971, 5.131], [0.567, 1.539, -2.457], [3.965, 4.171, 0.001], [2.582, 2.192, 0.113], [-4.454, -1.764, 2.653], [1.503, -0.366, -3.230], [-3.266, -1.041, 0.665], [-1.918, -6.315, -2.029], [-1.068, 4.840, -1.724], [-4.221, 3.376, -1.061], [1.361, -1.884, 2.578], [-5.360, -2.464, 1.866], [-0.610, 3.779, 0.380], [3.901, -0.958, 2.913], [1.538, 2.520, 4.523], [1.317, 0.642, -4.374], [-1.197, -3.652, 0.571], [-4.121, -1.725, -1.194], [0.269, 2.087, 6.196], [-4.229, 3.727, 2.353], [-1.428, 5.688, -2.291], [-4.564, -1.760, 3.730], [-1.659, -6.229, -4.179], [2.254, 1.000, -4.795], [-4.717, 3.804, -1.923], [-0.116, -3.389, 2.863], [0.853, -1.230, -3.350], [-0.591, 3.814, 1.464], [2.677, -1.569, -1.027], [2.619, 2.814, 2.706], [0.796, -3.273, 0.605], [0.668, 0.295, -5.174], [4.138, -2.150, -1.819], [-1.521, 5.713, 0.181], [3.665, -0.282, 0.904], [2.265, 3.061, 5.114], [3.400, 0.458, -0.846], [5.496, 1.553, -1.501], [-0.792, -1.792, 2.545], [4.917, -0.599, 2.986], [2.686, -2.287, -4.731], [-2.061, -6.093, 0.107], [1.491, -2.639, 4.571], [-0.986, 0.516, 2.422], [-2.113, -0.300, -1.783], [-6.173, -3.006, 2.331], [3.585, -0.012, -2.899], [2.028, 4.140, 0.882], [-2.592, 1.905, 2.109], [-2.119, -3.087, 0.718], [-0.488, 3.745, -3.477], [-1.364, 0.808, 4.848], [3.795, -1.747, 4.911], [-1.184, -4.435, 1.336], [-5.267, 4.690, 0.326], [5.867, 3.938, -0.965], [-2.741, -0.508, 2.699], [4.364, -1.971, -4.313], [3.467, -0.784, -5.236], [-3.102, 1.955, -2.185], [2.571, -2.830, -2.256], [4.113, 5.219, 0.221], [-5.956, -2.967, -0.131]], "mulliken_charge": [4.328, 0.377, 0.202, 0.158, 0.498, -0.019, -0.395, -0.932, 0.516, 0.087, -1.027, 0.311, 0.721, -1.426, -0.926, -0.134, 1.397, -0.122, -0.237, 1.043, 0.717, -0.925, -1.027, 0.350, -0.438, -0.784, -0.339, 0.673, -1.490, -1.514, 0.003, -0.572, -0.640, -0.512, 0.254, -0.520, 1.057, -0.994, -0.683, -0.628, -0.494, -1.067, -1.007, 0.081, -1.008, 1.727, -1.122, 0.566, -0.252, -0.535, -1.059, -0.790, 0.710, -0.611, -0.302, -1.188, -0.848, -0.554, -0.589, 0.520, 0.484, 0.563, 0.525, 0.541, 0.411, 0.358, 0.553, 1.179, -0.712, 0.665, 0.122, 0.615, 0.368, 0.278, 0.403, 0.566, 0.316, 0.523, -0.904, 0.572, -0.179, 0.570, 0.295, 0.548, 0.591, -1.276, -0.128, 0.472, -0.149, 0.615, 0.309, 0.136, 0.657, 0.582, 0.518, 0.566, 0.512, 0.478, 0.122, 0.447, 0.431, 0.548, 0.279, 0.520, 0.522]}